ORCA calculation (ωB97M-V/def2-TZVPD) on 5 unconnected molecules or ions with the total composition C29H62BBrClNO9P at a distorted geometry.

E ... -143528.53780 eV
HOMO level ... -0.1928 Ha

ORCA input file:
```
! RIJCOSX wB97M-V def2-TZVPD def2/J DEFGRID3
* xyz -1 1
C 4.189 -1.596 -1.837
C 3.671 -0.957 -3.100
O 2.688 -1.784 -3.681
C 1.404 -1.177 -3.833
C 0.556 -1.288 -2.557
C 0.371 0.053 -1.830
C -0.299 -0.133 -0.447
C -1.421 0.848 -0.103
C -2.876 0.380 -0.429
N -3.792 1.217 0.360
O -3.132 -0.910 0.003
P -3.769 -1.944 -1.225
Cl -1.982 -3.281 -1.146
C -4.589 -3.084 0.076
C -5.529 -4.060 -0.600
C -6.701 -3.441 -1.321
Br -7.879 -2.446 -0.111
O -3.052 -0.895 -2.411
C -3.093 0.442 -1.972
B -4.410 1.117 -2.581
O -4.379 1.394 -3.930
O -5.547 1.448 -1.909
C -6.757 0.996 -2.508
H 4.302 -2.663 -1.978
H 5.146 -1.186 -1.550
H 3.460 -1.479 -1.047
H 3.288 0.033 -2.870
H 4.493 -0.812 -3.800
H 1.517 -0.134 -4.112
H 0.906 -1.720 -4.627
H 0.984 -2.034 -1.905
H -0.431 -1.575 -2.868
H -0.215 0.671 -2.501
H 1.346 0.525 -1.724
H -0.637 -1.150 -0.325
H 0.491 0.013 0.287
H -1.414 0.973 0.978
H -1.247 1.838 -0.509
H -3.662 0.987 1.336
H -3.637 2.206 0.204
H -5.004 -1.198 -1.199
H -4.173 -2.761 -2.324
H -3.843 -3.661 0.604
H -5.135 -2.469 0.776
H -5.904 -4.791 0.110
H -4.962 -4.602 -1.354
H -7.297 -4.193 -1.815
H -6.376 -2.753 -2.079
H -2.270 1.068 -2.329
H -3.472 1.230 -4.240
H -6.588 0.363 -3.370
H -7.380 1.826 -2.831
H -7.305 0.425 -1.765
C 0.344 -7.397 0.365
C -0.047 -6.311 -0.634
C 1.157 -5.385 -0.572
O 2.292 -6.218 -0.269
C 1.844 -7.513 0.127
H -0.182 -8.340 0.218
H 0.150 -7.054 1.384
H -0.141 -6.740 -1.634
H -0.978 -5.802 -0.394
H 1.046 -4.646 0.227
H 1.336 -4.857 -1.507
H 2.062 -8.220 -0.683
H 2.394 -7.827 1.016
C 1.275 5.456 1.259
C -0.235 5.543 1.069
C -0.426 4.784 -0.239
O 0.603 3.794 -0.285
C 1.569 4.061 0.736
H 1.597 5.591 2.289
H 1.775 6.207 0.641
H -0.741 5.020 1.883
H -0.617 6.562 1.027
H -0.314 5.444 -1.106
H -1.398 4.292 -0.302
H 1.448 3.313 1.526
H 2.573 3.967 0.316
C 2.170 2.615 5.984
C 2.165 4.104 6.314
C 2.049 4.726 4.929
O 1.303 3.804 4.133
C 1.190 2.553 4.821
H 1.875 1.978 6.817
H 3.165 2.307 5.656
H 1.286 4.352 6.913
H 3.050 4.439 6.854
H 3.037 4.861 4.472
H 1.537 5.690 4.937
H 0.160 2.444 5.174
H 1.404 1.741 4.125
C 5.902 2.488 1.104
C 4.718 1.634 1.550
C 4.119 1.218 0.214
O 5.205 1.147 -0.713
C 6.368 1.742 -0.141
H 6.684 2.586 1.857
H 5.559 3.490 0.835
H 5.073 0.756 2.094
H 4.007 2.164 2.185
H 3.406 1.963 -0.151
H 3.615 0.254 0.260
H 7.077 0.946 0.115
H 6.836 2.398 -0.877
*
```

Results of the Mulliken charge analysis, in e, for atoms 1 through 99: atom 1 (C): -1.05, atom 2 (C): -0.08, atom 3 (O): -0.46, atom 4 (C): -1.15, atom 5 (C): 0.12, atom 6 (C): 0.15, atom 7 (C): -1.25, atom 8 (C): -1.41, atom 9 (C): 1.25, atom 10 (N): -0.42, atom 11 (O): -0.53, atom 12 (P): 0.70, atom 13 (Cl): -0.38, atom 14 (C): -1.09, atom 15 (C): -0.65, atom 16 (C): -0.51, atom 17 (Br): -0.24, atom 18 (O): -0.56, atom 19 (C): -1.04, atom 20 (B): 1.02, atom 21 (O): -0.61, atom 22 (O): -0.44, atom 23 (C): -0.71, atom 24 (H): 0.45, atom 25 (H): 0.32, atom 26 (H): 0.03, atom 27 (H): 0.13, atom 28 (H): 0.43, atom 29 (H): 0.42, atom 30 (H): 0.41, atom 31 (H): 0.11, atom 32 (H): 0.13, atom 33 (H): 0.31, atom 34 (H): 0.16, atom 35 (H): 0.21, atom 36 (H): 0.55, atom 37 (H): 0.48, atom 38 (H): 0.25, atom 39 (H): 0.34, atom 40 (H): 0.22, atom 41 (H): -0.36, atom 42 (H): 0.08, atom 43 (H): 0.51, atom 44 (H): 0.48, atom 45 (H): 0.40, atom 46 (H): 0.27, atom 47 (H): 0.48, atom 48 (H): 0.30, atom 49 (H): 0.11, atom 50 (H): 0.33, atom 51 (H): 0.32, atom 52 (H): 0.28, atom 53 (H): 0.17, atom 54 (C): -0.62, atom 55 (C): -0.23, atom 56 (C): -0.08, atom 57 (O): -0.43, atom 58 (C): -0.48, atom 59 (H): 0.37, atom 60 (H): 0.26, atom 61 (H): 0.27, atom 62 (H): 0.17, atom 63 (H): 0.12, atom 64 (H): 0.15, atom 65 (H): 0.26, atom 66 (H): 0.28, atom 67 (C): -0.45, atom 68 (C): -0.67, atom 69 (C): -0.30, atom 70 (O): -0.38, atom 71 (C): 0.40, atom 72 (H): 0.10, atom 73 (H): 0.35, atom 74 (H): 0.25, atom 75 (H): 0.42, atom 76 (H): 0.27, atom 77 (H): 0.13, atom 78 (H): -0.02, atom 79 (H): -0.06, atom 80 (C): -0.51, atom 81 (C): -0.64, atom 82 (C): -0.46, atom 83 (O): -0.25, atom 84 (C): -0.47, atom 85 (H): 0.35, atom 86 (H): 0.24, atom 87 (H): 0.28, atom 88 (H): 0.34, atom 89 (H): 0.30, atom 90 (H): 0.27, atom 91 (H): 0.30, atom 92 (H): 0.23, atom 93 (C): -0.60, atom 94 (C): -0.32, atom 95 (C): 0.45, atom 96 (O): -0.39, atom 97 (C): -0.58, atom 98 (H): 0.36, atom 99 (H): 0.23